The following is a DFT calculation (the ωB97M-V functional and the def2-TZVPD basis) of 19 unconnected molecules or ions with the total composition C85H216N12O29 in a non-equilibrium geometry.

```
342
Properties=species:S:1:pos:R:3:forces:R:3:lowdin_charge:R:1
C -9.7743 -2.4320 -1.8217 -1.3221 -0.1249 -0.6156 -0.4888
H -6.2103 -2.3237 -6.3858 -0.7789 -0.3434 -0.2929 0.0519
H -8.7999 -4.1571 -1.0976 0.0101 -0.2268 0.0268 0.0641
C -1.2551 -4.8697 -1.3066 -0.4246 -1.4122 -0.4885 -0.1734
H -6.6123 -0.2915 3.8925 0.0954 -0.4133 0.0236 0.0851
C -0.2318 -1.7559 -5.2927 -0.3593 -1.3553 -0.4458 -0.0705
H 2.7206 -1.6405 3.7895 0.4026 0.2071 0.1457 0.0619
H 3.1754 8.2983 -1.6568 0.2051 0.2644 0.3213 0.1127
H -3.4473 3.0563 0.9420 0.7256 -0.4451 -0.1287 0.0013
H 5.5897 -2.8073 6.9807 -0.2234 0.2778 0.7190 0.1004
H 8.6964 2.0222 -0.9143 -0.0338 0.2324 -0.1389 0.0679
H -3.3675 5.1863 -3.6452 -0.1688 -0.2810 0.0474 0.0822
C -4.9988 3.3340 -0.0967 -0.8142 1.5180 -0.8542 -0.2008
N 5.2458 3.5494 -0.5463 -0.5957 -0.3652 0.2707 -0.0682
N -1.6148 2.7732 0.6733 -0.9279 0.9953 0.9347 -0.0470
H 7.1770 0.3865 -1.5516 0.0888 0.9605 0.5617 0.0218
H 7.7173 -1.8757 1.4604 0.0058 0.6760 -0.4216 0.0646
H 4.5603 -2.1668 -1.5200 -0.0246 0.1951 0.1887 0.0699
H -4.8223 -3.1573 0.8891 0.0258 0.0520 -0.7059 0.1160
C 3.2243 7.3471 -1.1267 0.6133 -0.3956 0.6968 -0.1774
C 1.8920 6.6337 -1.1900 0.1159 -0.1581 0.0351 -0.2463
C -1.4750 1.3249 2.8179 -0.7304 1.2655 -2.8532 -0.1576
C 3.3054 3.6031 8.3357 -0.3893 -0.3014 -1.7377 -0.0994
H -2.6040 0.8628 -7.2235 0.2507 -0.3557 -0.5820 0.1162
H -3.9887 -1.0588 -1.4068 -0.3745 0.2649 -0.0556 0.0771
H -5.4742 -7.7548 4.0750 -0.0001 -0.8164 0.3864 0.0835
H 5.5697 -2.0089 0.7110 -0.2955 0.2807 -0.1815 0.1073
H -4.4213 -3.6374 -6.9105 -0.1244 0.3378 0.8854 -0.0195
H 8.6331 2.7672 0.6950 -0.2952 0.1368 0.1157 0.0726
H 9.0612 1.0866 0.4743 -0.4708 -0.2927 0.2747 0.0785
O -5.0119 -4.5919 -2.9465 -0.0175 -0.2793 0.4118 -0.2207
N 3.0217 1.9582 6.4225 -1.6015 0.2095 3.6765 -0.1399
C 2.7294 0.1600 -0.2848 0.3205 -0.1713 0.0704 -0.1659
H 4.0898 7.1466 2.8540 0.0330 -0.0968 -0.0011 0.0909
H 2.7506 -1.1054 -5.5467 -0.0943 -0.4777 -0.0871 0.0740
N 3.8721 7.4018 0.2137 -0.9732 1.3377 -0.3901 -0.0246
H -0.9698 2.1530 0.2048 0.0349 -0.1063 -0.4016 0.0589
H 0.0683 0.2373 6.7406 -0.0903 0.2183 0.1703 0.0935
H -6.2636 -4.1170 -4.3982 -0.3006 -0.1683 -0.7625 0.1242
H -2.1773 -3.9248 3.7742 -0.3523 0.3245 -0.5370 0.0058
H 2.7129 2.4891 -3.6198 -0.4097 0.1057 0.1131 0.0440
H 0.5101 -5.9605 2.1523 -0.1682 -0.2648 -0.1938 0.1253
H 1.6923 -0.1694 7.2944 -0.0602 -0.0465 0.1628 0.0818
H 8.1326 -2.6136 6.0210 -0.0883 0.2397 0.1866 0.1307
H 7.3352 -3.3748 3.8156 0.0754 -0.2094 -0.1590 0.0990
H 0.3180 -1.2942 -0.8439 0.5233 -0.1667 0.0077 0.1182
H -8.5428 1.7028 -2.1667 0.0904 0.0873 0.2980 0.0680
H 7.5715 0.4186 5.3400 0.0381 0.1583 -0.6487 0.0879
H 3.9799 -6.8752 1.3555 -0.0387 0.1432 0.0520 0.0817
H 1.7384 2.2169 -0.4122 0.8307 0.0575 0.4899 0.1074
H 0.6802 3.7062 5.6165 0.1320 -0.0718 0.4227 0.0789
O 4.1860 3.9360 -3.4396 -1.8821 0.4138 -0.3655 -0.2058
H -4.8615 2.6275 -0.9154 0.5284 -0.7205 0.3246 0.0556
H 1.2356 9.3116 -0.9516 0.1946 -0.1040 0.2790 0.0727
H 3.8957 6.7095 -1.7018 0.0677 0.0229 -0.3584 0.1063
H 6.2791 1.3764 3.3711 -0.3461 -0.0265 -0.1651 0.0716
C -2.6028 2.6274 -8.3980 -0.8117 -0.3593 -0.7425 -0.2304
H 1.4664 3.8171 9.4975 -0.0599 0.3820 -0.1183 0.1153
C -5.7258 -0.2381 3.2606 0.1114 -1.0847 0.2280 -0.0753
H 4.9960 2.1628 -2.7875 0.3343 -0.2728 -0.1612 0.1178
H 0.7074 -1.0897 2.4662 -0.0718 0.1456 -0.3455 0.0731
H -5.1695 -5.7169 -6.1125 -0.5434 0.3360 -0.0974 0.1346
H 3.7819 0.4305 -0.3699 0.1156 0.8877 -0.2636 0.1101
C -8.2294 -0.3747 -1.5944 1.4133 -0.2174 1.1070 -0.4768
H -11.5824 -1.5741 -1.0219 -0.1183 -0.2536 0.3041 0.0774
C 8.0610 -2.7702 0.9410 -0.2462 0.1786 0.4241 -0.1337
H -6.7882 -4.0499 -1.9383 0.0969 0.2792 -0.0448 0.0573
H 1.4964 5.3280 1.7801 0.4644 0.9177 -0.0863 0.0871
H -1.8107 -0.4006 0.0408 -0.2668 0.1809 0.1921 0.1130
C -0.1448 1.8590 -4.4368 0.6135 -0.1433 0.8333 -0.1904
H -1.9744 -5.3379 -5.5468 0.0401 -0.0164 0.6210 0.1018
C 2.5059 -2.6482 4.1453 -0.2455 0.1446 0.3263 -0.0917
H 5.2429 10.3155 3.6345 -0.0585 0.1942 0.1970 0.0832
O 3.4730 4.9008 1.3142 -0.2521 -1.1115 -0.2579 -0.2515
C 4.9237 -3.1007 6.1692 0.5339 1.4288 0.0600 -0.1814
H 3.8079 2.8927 8.9922 -0.3631 -0.1459 0.2138 0.1150
H 5.9288 -1.8648 4.8520 0.2763 -0.0533 0.3168 0.0570
H -9.9454 -2.9864 -3.9297 -0.3504 -0.1958 0.3046 0.1171
C -5.5582 -2.0668 -7.2206 0.9187 -0.4164 1.3699 -0.1430
H 2.6973 -0.7235 -0.9224 -0.5314 -0.1853 0.0765 0.0943
N -0.5164 -5.4561 -0.1972 -1.1776 0.7725 0.4157 -0.0650
C -1.3652 -3.0416 5.3081 0.0352 0.3111 -1.4070 -0.1359
O 0.7928 7.2540 -0.6012 -1.0584 1.5947 0.5924 -0.2185
C -1.7383 -3.3664 -6.3401 0.7483 -0.7758 0.4150 -0.1960
O -2.0753 -1.7077 -1.5368 1.0764 -0.7073 0.5874 -0.2089
H -1.9576 4.8410 0.8709 -0.3383 0.1928 -0.5363 0.1291
C 5.9856 3.8025 -1.7664 -0.5362 0.1841 -0.9296 -0.1785
H -2.0532 0.3306 -1.5889 -0.3048 0.3551 0.2631 0.1189
H -3.3133 0.5829 -4.9085 -0.1562 -0.4748 0.3088 0.1040
O 3.2116 -1.4830 -3.5364 0.2127 0.4438 0.0945 -0.1966
H 5.0378 10.5338 1.8795 0.1642 0.4329 -0.0695 0.0820
H 5.6262 -0.3179 3.3331 0.1343 0.0626 0.0157 0.0741
C 1.1299 0.3649 6.5287 0.2172 -0.8132 0.2147 -0.0334
H -1.5585 2.8111 -8.1453 0.0972 0.3300 0.0028 0.1227
H 6.1979 -1.3221 -2.3773 0.2722 -0.0553 0.3100 0.0558
C -2.5905 -4.6038 -6.0661 -0.5056 0.9604 0.4056 -0.1760
O 7.0342 -3.3757 0.2198 -1.7079 -0.5071 -0.5967 -0.1948
C -5.9170 -4.6977 -1.8407 0.4602 -0.6942 -0.7176 -0.0614
O 7.0085 1.4715 0.1775 1.5375 -0.8668 0.6884 -0.1532
H -0.3062 -3.7540 1.0342 0.0258 0.2749 -0.3056 0.1089
H -3.5852 -6.9827 2.8918 -0.3379 -0.5870 0.2970 0.1218
H 0.6435 1.1062 -4.4282 0.0954 -0.3788 -0.5996 0.0565
H 2.6744 5.2142 3.1959 -0.2011 0.5334 -0.0481 0.0743
O -1.4671 -4.1237 4.3887 0.6877 -0.5803 0.9743 -0.1456
H -0.9724 1.4082 -3.8892 -0.2092 0.1673 0.1589 0.0779
H -3.2764 -1.1587 -3.0464 -0.4931 -0.0489 -0.3266 0.0865
H 1.5066 -4.5200 2.2459 0.2484 -0.0427 0.4145 0.0879
H -2.2575 -2.5719 -6.8759 -0.1843 -0.0161 0.0262 0.1205
C -0.2638 -7.0472 -3.1922 0.0597 -1.3525 0.2993 -0.0969
H 3.9178 -1.2053 5.9353 -0.1619 0.1958 -0.0267 0.0973
H -6.3868 0.7214 -1.0485 0.1523 -0.1357 -0.4585 0.0625
H -4.6613 -6.9750 5.4303 -0.2835 0.1660 0.5125 0.0917
H 2.3661 1.5964 1.9964 -0.2748 0.0458 -0.1716 0.0733
H -10.1159 -3.6412 -0.0800 -0.1171 0.0528 0.0574 0.0800
C -5.4426 -6.8491 4.6806 -0.4729 -1.3058 -0.7457 -0.1432
C 4.0417 8.1986 2.5727 -0.0859 -0.2212 -1.2875 -0.1893
N 4.5554 -3.1760 -1.5606 -0.8434 -0.9918 0.0813 -0.0411
C -9.1677 -2.6478 -3.2452 -0.0890 0.9440 -0.2133 -0.1142
H 1.3298 4.3407 7.7595 0.2543 0.8154 0.4757 0.0968
H -6.2895 -5.8811 -4.0761 -0.5550 0.0447 0.9980 0.1286
H 3.2048 -2.2448 7.2469 0.9061 0.4761 0.4451 0.1225
H -6.4691 -6.6950 5.0130 0.3062 0.1583 0.6093 0.0938
H 0.0882 2.3303 8.0794 -0.1857 0.3557 -0.1416 0.1216
H 4.2721 3.7735 -0.6942 -0.3493 -0.2611 -0.3735 0.1116
H -0.7215 5.3022 -1.4706 -0.2421 0.1319 -0.2011 0.0995
H 4.4182 -0.7379 -5.1514 0.3221 -0.4028 0.3500 0.0856
H 2.4588 -3.2057 -1.7054 -0.4881 -0.5263 0.1423 0.0978
H -0.3754 -0.6580 3.7680 -0.1254 -0.1494 0.0802 0.0707
O -5.4232 -1.5586 2.7153 -0.3591 1.4407 -0.0935 -0.1957
H 10.7573 -4.9715 6.2521 -0.1910 -0.4268 -0.4801 0.0870
C -3.2555 1.7166 -7.4099 0.0020 -1.3955 1.2828 -0.2060
C -0.0974 -0.3710 -1.2481 -1.2204 -0.5962 0.6665 -0.1733
H 2.5296 -7.6444 2.0032 -0.0374 -0.1487 0.0857 0.0825
H 9.3480 -5.1506 7.2766 -0.2023 -0.2552 0.0715 0.0868
H -6.7124 -1.3660 -2.8575 -0.0199 -0.2110 0.3520 0.1131
H -9.3828 -0.6666 -4.2130 -0.1394 0.0022 0.2934 0.1081
C 3.0251 -6.6863 1.8462 -0.7568 -0.0205 -1.1047 -0.0686
C 0.7618 2.6234 5.5215 -0.2540 -0.5072 -1.1157 -0.0247
H -6.8647 3.1346 -2.9890 -0.3778 0.0061 -0.0810 0.0675
H -2.0295 5.2188 -9.0704 0.2180 -0.0908 0.0390 0.0832
H 8.8623 -2.5856 0.2255 0.1013 0.2698 0.2590 0.0900
H -5.5567 4.2747 -2.9255 0.1274 0.1847 0.1318 0.0692
H -4.2555 -0.6360 1.3119 0.2351 -0.1151 -0.4906 0.1150
H -8.6925 -1.9401 0.7968 0.0159 0.0742 0.4775 0.1027
O -0.5073 2.3047 -5.7063 0.5485 -0.2199 -0.3078 -0.1095
H -1.0456 -1.3676 2.2546 -0.1025 -0.3682 0.1852 0.0835
C 3.2416 3.1788 -4.2777 1.5383 -0.2968 1.5144 -0.0568
C -3.5656 -5.1103 2.0576 0.1047 -0.5490 1.3485 -0.1819
H 2.9480 0.3019 3.0278 -0.1818 -0.1950 -0.1628 0.0596
H -1.3705 -2.1579 4.6700 -0.0780 0.5185 0.4446 0.0421
H -3.4315 -1.2552 2.7552 0.5390 0.0620 -0.1285 0.1012
H 6.1395 4.8711 -1.9163 -0.3039 0.4336 -0.2434 0.1193
H -4.2993 -5.4245 1.3153 -0.4644 0.3183 -0.1811 0.1157
H -11.1724 -0.8914 -2.4915 -0.1756 -0.3064 -0.6335 0.0571
H -1.5132 1.4399 3.9012 1.0090 -0.3759 0.1188 0.1092
C -9.1070 0.8863 -1.7158 -0.0952 -0.8601 0.0787 -0.0058
H 5.7250 3.5496 7.5320 -0.0141 -0.0123 0.2000 0.0871
C -2.4057 5.0457 -3.1519 -1.1485 0.1246 -0.0578 -0.1035
H 3.4948 8.7021 3.3699 0.0205 0.3484 0.1041 0.1160
H -0.7540 -0.8520 -5.6064 -0.1296 0.0551 0.0249 0.0754
C -2.9851 4.8035 -9.3905 -0.3288 -0.2160 1.1065 -0.0813
H -4.8750 0.0608 3.8728 0.0379 0.2511 0.1160 0.0795
H -2.3030 -5.4598 -3.1105 -0.3405 -0.1996 -0.2062 0.0910
C 3.4060 -0.7590 -4.7476 -0.5335 -0.0671 -0.2734 -0.0914
H -1.9523 -4.1018 -0.9715 -0.2526 -0.1481 0.4001 0.0834
H 0.1798 0.7357 0.4339 0.0551 -0.3117 0.1834 0.0651
C 5.2070 2.8679 6.8573 1.1529 0.1181 -0.1693 -0.0520
O -9.2693 -1.3242 0.3389 -0.6478 -0.3065 -0.4995 -0.0074
C 8.3926 1.8719 0.1217 -0.2649 -0.0835 -0.5075 -0.1400
O 8.9841 -4.3756 5.4113 -0.0342 0.7505 0.7555 -0.1472
H -4.2019 1.2897 -7.7418 -0.1852 0.1565 -0.6460 0.1213
C -7.5756 -0.7052 -2.9372 -1.5536 -0.2056 -0.3134 -0.1399
H 3.8117 6.4593 0.5716 0.0795 0.0627 0.0703 0.0383
C 7.1078 -0.9382 -2.8386 -0.3673 0.4095 -1.5239 -0.1268
H -3.0372 -2.7041 0.7470 -0.1275 -0.3473 -0.5364 0.1116
H 5.5964 -3.4571 1.6891 -0.3185 -0.1226 0.2050 0.1053
H -4.9098 -1.3762 -6.6814 0.5741 0.3908 -0.3591 0.0464
C -2.0818 -5.9555 -2.1653 1.1395 0.7902 1.5701 -0.1786
H 4.2332 -3.2095 -4.1079 0.2403 0.2198 -0.2922 0.1243
C 6.8578 -3.7339 4.7273 -1.0234 1.5537 -0.8308 -0.1956
H 3.1776 -6.2378 2.8279 -0.0544 0.4781 -0.1134 0.0817
C -4.5515 2.0874 -3.9493 -0.2278 -1.2284 -0.6072 -0.2231
H -3.6969 2.5301 -3.4377 0.0028 0.5921 -0.0604 0.1089
O 2.2126 -5.9023 0.9216 1.0133 -0.9125 0.7953 -0.2069
O 7.3706 0.4290 -2.4910 -0.1274 -1.1887 0.3175 -0.1280
H -2.0444 6.0548 -2.9537 0.4528 0.0436 -0.2639 0.0872
C -4.6985 -5.3928 -5.1844 0.6711 -0.2548 -1.0377 -0.2215
H -8.4519 -3.4698 -3.2399 0.3899 0.2574 0.1410 0.0874
H 1.3032 -0.2197 5.6252 0.2287 0.5189 -0.4262 0.0691
O 2.5770 -0.2979 1.0700 -0.6280 0.6378 -0.1676 -0.1962
H 7.0117 3.4391 -1.7093 -0.0639 -0.5272 0.1058 0.1092
H -3.9620 3.0979 -6.0971 -0.2289 0.0520 -0.0147 0.1112
O -3.4158 3.7537 -8.5060 -0.1277 1.7717 -0.1302 -0.1920
O -4.8268 -3.2112 -7.6692 -1.0388 1.0679 -1.6556 -0.1402
H -2.4261 0.8699 2.5416 -0.3390 0.0050 0.0036 0.1050
C 2.3891 4.8669 2.2028 -0.4817 -0.9510 0.4009 -0.0912
H 6.6398 4.0756 0.8654 0.2193 0.0453 0.1864 0.1086
H -8.0049 -1.5620 -4.7692 -0.3849 -0.4537 -0.3794 0.0903
O 3.5085 1.4253 5.2783 0.4703 -0.3339 -1.8269 -0.0182
O -5.1468 -5.8664 3.7706 1.4189 1.8115 -1.2347 -0.1874
H 2.5415 3.8195 -4.8138 0.3973 0.1327 0.1426 0.0942
H -11.9752 -2.5329 -2.4261 0.3901 -0.0613 -0.3153 0.0837
C 9.8060 -4.5124 6.5209 1.6887 -1.4452 0.8975 -0.1578
H -5.3793 -4.5007 -0.9133 -0.0249 -0.0212 -0.1626 0.0713
H -6.4264 -0.9913 -0.5042 0.0594 -0.0180 -0.1673 0.0756
H -4.9460 0.7236 -5.5780 -0.2101 0.1305 -0.3301 0.1103
H -2.6009 -5.3928 1.6361 0.2893 0.2048 -0.0582 0.1113
C -8.6063 -1.3569 -3.8835 1.3872 -0.2122 0.3002 -0.1532
C -4.1043 1.2850 -5.1724 1.1978 0.5278 0.7474 -0.1887
H 3.6304 -3.5681 0.3632 -0.4483 0.1939 -0.0803 0.1009
H -2.9160 4.5344 -10.4445 -0.1193 -0.3932 -0.0311 0.0829
H -2.7190 2.1506 -9.3712 0.8139 -0.5664 -0.1946 0.1270
C -3.3554 -1.6440 -2.0736 -0.3401 0.3954 0.2660 -0.0940
N 0.3126 0.8370 -0.5622 0.6512 -0.2361 -1.2234 -0.0591
H 3.6821 4.5951 8.5847 0.3532 0.0310 -0.3020 0.1134
H 7.3702 -4.0779 6.7105 0.3962 -0.1060 0.4559 0.1170
C 0.3118 -4.4710 0.4938 0.6160 -3.0411 1.0879 -0.1649
H 0.5155 -2.0254 -6.0389 0.0282 0.1167 -0.3695 0.0785
H 4.1122 0.7577 5.6122 0.3143 -0.2603 -0.3586 0.0682
H 7.9501 -1.6196 -2.7189 0.0691 0.0908 0.4599 0.0809
H 3.1995 -3.3492 3.6809 0.0946 -0.0176 0.0914 0.0767
H 6.4178 2.1885 -0.0650 -0.5504 0.4531 -0.2472 -0.0003
N -3.6059 -3.7200 2.4518 0.5259 -0.7278 0.5483 -0.0632
H 4.3118 4.9724 5.7541 -0.0465 0.4544 0.3607 0.0795
H -2.7988 -5.1202 -7.0031 -0.3012 0.3568 -0.3171 0.1294
H 1.4505 1.5077 8.6532 0.3551 0.0865 0.3950 0.1122
C -5.6651 -4.9898 -4.1369 -0.7045 -0.4799 0.1348 -0.2191
H -1.4671 2.3012 -5.7251 -0.9139 0.2753 -0.2499 0.0153
H -2.2127 -2.9737 5.9903 0.1127 -0.1854 0.2942 0.0802
H 0.1586 8.5857 -2.1116 -0.0524 -0.2657 -0.2467 0.0845
H -3.7362 5.5811 -9.2511 0.0453 -0.0063 -0.2521 0.0859
H -4.0302 -6.2289 -4.9785 -0.3637 -0.6144 0.9887 0.1253
H -3.8032 -2.6362 -2.1290 0.2788 -0.0680 -0.2923 0.0748
C -1.3032 4.3975 -1.2937 -1.5406 -1.4958 1.6842 -0.1803
N -3.4479 2.2292 -6.0638 0.3221 0.8660 -0.3264 -0.0684
H 0.5589 -6.4945 -2.7386 -0.0608 0.3609 -0.0804 0.0810
H -4.6451 4.2846 -0.4959 -0.2026 0.2008 -0.3735 0.0642
H 1.0703 -4.0605 -0.1728 -0.0736 0.7299 -0.0600 0.0907
O 5.3977 8.6279 2.4809 -0.6433 -1.0340 0.1847 -0.1934
H -6.0791 -1.4951 -7.9887 0.0959 -0.6089 -0.2444 0.0827
C 3.3195 -3.5730 -2.2643 0.9036 1.6289 -0.4822 -0.1922
C 6.4519 0.3307 3.6258 1.8067 0.4469 0.4416 -0.1246
C -9.8216 -3.7780 -1.1206 0.3156 -0.2435 0.7805 -0.0392
H -0.8041 3.5083 -1.6788 0.6588 0.0704 -0.1591 0.1122
H -0.3916 -3.0594 5.7979 -0.1849 -0.2723 0.2315 0.0754
C 2.9775 0.6941 2.0112 0.2651 -0.1885 -0.1799 -0.0945
H -1.9718 3.4475 2.6636 -0.4078 -0.0490 -0.1404 0.1221
H 3.3322 -4.6443 -2.4650 -0.2692 -0.0530 0.3903 0.1297
H 2.1912 8.0544 1.4339 -0.2199 -0.2201 0.1027 0.1022
H -6.0780 3.4191 0.0304 -0.0872 -0.0425 0.2718 0.0803
H -3.6540 -4.0366 -4.4241 0.5598 0.9781 0.0454 0.0977
C 1.1346 -5.2864 1.5660 -0.5435 2.1441 -0.4694 -0.2278
C -6.2453 3.7808 -3.6110 1.2566 -0.6853 0.3802 -0.0504
H 4.6505 -4.8267 -0.2684 0.1740 -0.0107 -0.0625 0.1147
C -0.2905 -0.7081 2.6825 0.1595 -0.3420 0.2475 -0.0845
H -6.8182 4.5643 -4.1070 0.0328 -0.4729 -0.3942 0.0930
H 3.2299 4.0933 4.8087 -0.0878 -0.8130 0.2082 0.0468
H 1.9830 5.7222 -0.5992 0.1002 -0.3701 -0.3344 0.1073
H -7.1939 0.2339 -3.3380 -0.0436 0.0853 -0.1698 0.1057
C -1.3634 2.7152 2.1328 0.2872 -0.2439 0.2636 -0.1754
C 5.6566 4.4075 0.5317 0.5102 0.2868 1.6430 -0.1818
H 3.8190 2.5096 -4.9155 -0.0075 0.3171 -0.6039 0.0776
O -2.5960 4.3845 -1.9099 0.8667 0.9270 -0.2654 -0.1986
H 5.0346 5.0787 2.5624 0.6285 0.0084 0.0397 0.1182
H 6.8867 -0.9274 -3.9058 0.0391 -0.1145 -0.1771 0.0689
H -1.7747 4.4648 -3.8246 0.3437 0.1287 -0.0467 0.0857
H 6.0214 3.3079 -3.8152 0.3328 -0.8980 -0.0937 0.1280
H 4.7074 -4.1407 6.4138 -0.1672 -0.2004 -0.8199 0.1270
H -4.2666 -3.6008 3.2064 -0.4501 -0.0344 -0.0601 0.1193
H 3.2393 9.3184 0.8667 0.1354 0.1109 -0.1462 0.1043
H 2.4814 -3.3048 -4.2104 -0.2864 0.0780 -0.1936 0.1144
H 2.5675 4.9557 6.1671 0.1483 0.1018 0.1011 0.0691
C 5.6668 -3.0936 0.6639 0.9584 -0.8649 -0.2716 -0.1485
H 3.1083 0.2839 -4.6387 0.0263 -0.0421 0.6677 0.0583
O -1.1292 -2.8907 -5.1272 0.0472 0.5908 -0.0436 -0.1939
H 1.4937 -2.8348 3.7864 -0.0704 -0.3649 0.2570 0.0655
C -7.0120 -0.0870 -0.6695 -0.5701 0.6094 0.4865 -0.0351
C -11.2207 -1.8669 -2.0076 0.6499 0.8615 1.2899 -0.0216
H 1.9861 3.8652 2.3518 0.4587 -0.6669 0.0825 0.0626
O 6.6921 0.1995 5.0234 -1.3671 -0.4157 1.2498 -0.1512
H 8.4372 -3.3561 1.7797 0.1327 -0.6807 -0.0927 0.0705
C 3.2345 8.2879 1.2217 1.2361 -0.2591 0.3853 -0.1719
C 3.6624 -2.2146 6.2581 -0.9157 -1.6867 -0.2566 -0.1770
H -3.0950 -5.8310 4.1107 0.1017 0.3136 -0.0366 0.1113
H 0.3472 -1.5844 -4.3852 -0.4949 -0.1330 0.2959 0.0681
H 10.1899 -3.6695 7.0956 -0.7430 1.1316 -0.4523 0.0853
H 5.7961 5.4283 0.1757 -0.1808 0.3874 0.1824 0.1147
C -1.3673 4.1742 0.2424 1.1118 -0.7324 -0.8306 -0.1566
H 5.7342 2.9850 5.9105 -0.3739 0.0971 -0.3459 0.0759
C 5.2978 3.1864 -3.0092 0.6604 0.7278 0.2076 -0.2078
H -7.3030 0.2969 0.3082 -0.2812 -0.2014 0.1335 0.0744
C 4.5368 -3.7439 -0.2162 2.1121 1.0547 0.7515 -0.1841
H 5.4374 1.8419 7.1440 -0.2743 -0.0072 0.3772 0.0837
H -9.9543 0.6991 -2.3754 -0.0537 0.0718 0.0906 0.0622
O -0.4574 0.5770 2.1445 0.2828 0.5054 1.4670 -0.2292
C -3.9101 -2.8291 1.3876 0.0628 1.1913 0.1866 -0.2018
H 0.0846 -8.0674 -3.3533 0.1518 -0.1060 0.2418 0.0866
H 1.8471 1.3758 -1.8810 0.0792 -0.4037 -0.1974 0.0955
N 5.6921 -2.8437 4.9288 -0.9485 -1.8360 -0.2236 -0.0424
H 4.6966 3.3875 2.2417 -0.5399 -0.2700 -0.2128 0.1130
H -0.4226 8.8837 -0.4744 0.1171 -0.0557 0.0233 0.0898
N -3.8637 -4.2608 -5.3863 1.9355 0.2164 -0.4237 -0.0729
C -3.7908 -5.9877 3.2865 -0.5459 -0.3809 -0.5860 -0.1962
O 2.4922 -2.7264 5.5760 0.6922 0.3224 -1.0171 -0.2003
H -0.3236 4.4263 0.4302 0.4862 0.1336 0.7599 0.0902
H -6.2468 -5.7336 -1.9206 -0.3721 -0.1103 0.8373 0.0935
C 4.7211 4.3784 1.7882 0.2234 0.8042 -1.3241 -0.1320
H -0.0195 -6.3145 -0.3881 0.0042 0.1559 -0.3834 0.1038
H 6.5689 -4.7729 4.5682 -0.2691 0.0348 0.0127 0.1296
O -5.4794 2.9642 -4.5246 -1.1081 1.6259 0.3269 -0.1941
C 3.7337 3.1856 6.8393 -1.3708 0.6308 -0.2066 -0.4510
C 0.4426 8.5715 -1.0593 0.0442 -0.6544 0.0989 -0.0828
H -10.4742 -4.5600 -1.5088 -0.0773 0.3103 -0.4792 0.0906
C 7.8427 -3.6465 5.8281 0.1955 -0.3058 -0.3439 -0.2553
H 0.3148 2.6555 -3.8516 -0.3574 0.3791 0.2738 0.0578
C 1.5376 1.8221 6.5750 0.5711 1.6840 0.0929 -0.4617
H 7.4131 0.0433 3.1998 -0.4027 -0.2022 -1.0082 0.0797
H -0.9882 -3.8306 -6.9804 0.6416 0.6409 -0.3765 0.1184
H -2.9494 -6.3842 -1.6636 -0.4738 1.1729 0.1830 0.1205
C 1.7750 3.6412 8.4670 0.3858 -0.8210 -0.5799 -0.1808
C 1.1759 2.3437 8.0100 -0.0863 -2.0044 -0.3686 -0.1499
C -1.5961 -0.4823 -1.0247 0.0047 -0.1345 -0.8680 -0.2015
H -0.4849 -6.7207 -4.2084 -0.3663 0.6687 0.1042 0.0744
C -4.1752 -1.4840 1.9919 -1.2593 0.5093 0.9727 -0.2198
C 3.3066 -2.8987 -3.6253 0.1684 -0.3466 -0.4094 -0.2203
H 1.6416 6.4076 -2.2264 0.1528 -0.2571 -0.3657 0.1225
H 4.0074 0.9836 1.8023 0.2585 0.1419 -0.0455 0.0744
C 3.4193 4.3541 5.8499 0.6682 0.2371 0.1500 -0.0229
H -0.5603 -4.2713 -1.8959 0.0901 -0.1220 -0.8809 0.1011
C 1.6929 1.2053 -0.8155 0.1732 0.0545 0.7385 -0.1565
O -1.3900 -7.1649 -2.3246 1.3223 0.1064 -1.2936 -0.1922
H -9.4699 1.1254 -0.7162 -0.0706 0.3126 -0.1209 0.0887
H -5.9407 0.5462 2.5349 0.3130 -0.2221 -0.5368 0.0746
H 6.6649 10.1518 2.5776 -0.1297 0.2855 -0.1081 0.0917
N -8.8868 -1.5846 -0.9933 1.3259 0.5176 -2.1559 -0.1003
H -5.0285 1.4225 -3.2293 -0.2388 -0.1772 0.2094 0.1021
C 5.5886 9.9962 2.6514 -0.0500 -0.0430 -0.1167 -0.1247
H 0.0599 -0.3657 -2.3266 0.3991 0.3260 0.0091 0.1093
O -4.3835 3.1531 1.1309 -0.4121 -0.7960 0.7264 -0.1147
H 1.1739 2.4361 4.5300 0.4939 0.0356 -0.1460 0.0704
H -0.3420 3.0674 2.2772 0.4501 -0.0451 0.4217 0.0958
H -0.2345 2.2068 5.3733 -0.2753 0.1730 0.5653 0.0622
```
Forces are in eV/Å.

Results
- Highest occupied orbital energy: -8.1436 eV
- Total energy: -6206.4379 Eh
- Spin multiplicity: 1
- LUMO level: 0.0085 Eh